Record 1
Here is a molecular structure, C34H57N4OP2Ti at a distorted geometry from the OMol25 dataset. Energies are from ωB97M-V/def2-TZVPD.

Geometry as XYZ:
```
99
Properties=species:S:1:pos:R:3
C 1.2400 -1.5471 -2.9141
C 2.0058 0.3444 -1.7556
C 2.4537 -1.6432 -3.5930
C 3.3229 0.1265 -2.2229
C 3.5372 -0.8589 -3.1757
H 2.5396 -2.3978 -4.3843
H 4.1108 0.7703 -1.8482
H 4.5170 -1.0481 -3.6054
N 1.1008 -0.7000 -1.8801
P -1.0365 -2.6935 -1.7849
P 2.6119 2.0313 1.8695
C 0.0183 -2.3868 -3.2735
H -0.5832 -1.8515 -4.0205
H 0.3419 -3.3253 -3.7335
C 1.5091 1.6158 -1.3561
H 2.2311 2.4427 -1.2819
C 2.5186 3.8741 2.0592
C 2.4354 1.1254 3.4729
C -2.8338 -2.2444 -2.1638
C -0.6279 -4.5186 -1.5477
C 1.0131 4.1751 2.1853
H 0.6012 3.8111 3.1322
H 0.8389 5.2585 2.1489
H 0.4469 3.7064 1.3642
C 3.3290 4.4096 3.2614
H 2.9535 4.0587 4.2310
H 4.3968 4.1467 3.1734
H 3.2547 5.5091 3.2760
C 3.0774 4.4695 0.7522
H 3.3141 5.5351 0.8907
H 3.9950 3.9476 0.4363
H 2.3498 4.3973 -0.0696
C 1.4599 1.8055 4.4431
H 0.4334 1.7464 4.0454
H 1.4588 1.2596 5.3969
H 1.7011 2.8503 4.6691
C 1.8722 -0.2699 3.1643
H 0.8364 -0.2146 2.8022
H 2.4690 -0.8210 2.4310
H 1.8432 -0.8770 4.0868
C 3.9077 1.0411 3.9105
H 4.3435 2.0241 4.1320
H 4.0215 0.4092 4.7968
H 4.4965 0.5830 3.1012
C -1.2986 -4.9976 -0.2540
H -1.1226 -6.0808 -0.1688
H -0.8628 -4.5163 0.6321
H -2.3865 -4.8312 -0.2559
C 0.9002 -4.6681 -1.4243
H 1.4300 -4.3584 -2.3336
H 1.3067 -4.1165 -0.5730
H 1.1116 -5.7375 -1.2710
C -1.0913 -5.3835 -2.7361
H -0.5554 -6.3422 -2.6720
H -2.1620 -5.6111 -2.7003
H -0.8584 -4.9462 -3.7151
C -2.8915 -0.9570 -3.0059
H -2.4344 -1.0841 -3.9965
H -3.9520 -0.6983 -3.1593
H -2.4235 -0.0963 -2.5022
C -3.5518 -1.9876 -0.8230
H -3.1306 -1.1283 -0.2722
H -4.6058 -1.7559 -1.0405
H -3.5249 -2.8674 -0.1640
C -3.5574 -3.3680 -2.9216
H -3.0529 -3.6311 -3.8601
H -3.6856 -4.2675 -2.3072
H -4.5661 -3.0097 -3.1768
Ti -0.4818 -0.7750 -0.3743
C 0.6667 -1.9760 0.7042
O 1.2924 -2.7406 1.3536
N -0.7000 1.0592 -0.7771
C 0.1640 1.8704 -1.3416
C -0.4253 3.0352 -2.2080
C 0.5635 4.1485 -2.5244
C -0.8435 2.3904 -3.5350
C -1.6622 3.6183 -1.5273
H 0.7535 4.7958 -1.6590
H 1.5161 3.7596 -2.9001
H 0.1490 4.7920 -3.3159
H -1.6366 1.6531 -3.3649
H -1.2304 3.1457 -4.2309
H 0.0053 1.8847 -4.0065
H -2.2320 4.2133 -2.2524
H -2.3019 2.8086 -1.1596
H -1.3875 4.2579 -0.6806
N -3.8802 -0.2062 5.0561
C -3.0804 -0.3559 3.9713
C -2.5713 0.7684 3.2802
C -1.8505 0.5790 2.1043
N -1.5840 -0.6550 1.5857
C -1.9652 -1.7422 2.3285
C -2.7243 -1.6324 3.4866
H -4.1640 0.7089 5.3798
H -4.2838 -1.0015 5.5317
H -2.7684 1.7768 3.6528
H -1.4914 1.4342 1.5255
H -1.6531 -2.7234 1.9569
H -3.0529 -2.5281 4.0199
```

For the gap between HOMO and LUMO (spin up / spin down), the calculation gives 4.48 / 4.46 eV. The HOMO energy (spin up / spin down) is -15.234 / -15.215 eV. The calculation puts the LUMO energy (spin up / spin down) at -10.75 / -10.76 eV. As for the maximum force: 9.89 eV/Å. Its net charge is +3. The calculated total energy comes out at -3155.1944 Ha.


Record 2
Here is a single C5H11NOS molecule at a distorted geometry from the OMol25 dataset. Energies are from ωB97M-V/def2-TZVPD.

Geometry as XYZ:
```
19
Properties=species:S:1:pos:R:3
O -2.2070 -2.8841 -0.5116
C -1.7081 -2.7565 0.5815
N -0.9526 -1.6891 0.9656
C -0.6497 -0.6787 -0.0349
C 0.8709 -0.5014 -0.2439
C 1.2122 0.8742 -0.7763
C 0.9219 1.9994 0.2202
S 0.7815 3.6296 -0.5969
H -1.7635 -3.5727 1.3206
H -0.7993 -1.3940 1.9121
H -1.1587 -0.9247 -0.9593
H -1.1255 0.2645 0.2549
H 1.1323 -1.3281 -0.9110
H 1.3324 -0.7755 0.6600
H 2.2595 0.9570 -1.0802
H 0.6788 1.1121 -1.6966
H 0.0172 1.8356 0.8040
H 1.6843 2.1801 0.9663
H -0.5265 3.6523 -0.8745
```

For the gap between HOMO and LUMO, the calculation gives 9.94 eV. The HOMO energy is -9.206 eV. The calculation puts the LUMO energy at 0.74 eV. Its SMILES is O=CNCCCCS. As for the maximum force: 2.11 eV/Å. The calculated total energy comes out at -725.2887 Ha.